(1)
{"formula": "ClH5N3PS", "method": "ωB97M-V/def2-TZVPD", "elements": ["Cl", "S", "P", "N", "N", "N", "H", "H", "H", "H", "H"], "positions_angstrom": [[-3.11293, 1.02635, -0.15645], [-1.55157, -2.42720, -0.08651], [-0.81836, -0.56848, 0.07192], [-0.59635, -0.03265, 1.60801], [1.03655, -0.43520, -0.62652], [-1.37759, 0.85647, -0.63901], [-1.31938, 1.04551, -1.64525], [-0.19898, -0.71828, 2.25890], [-0.46579, 0.92240, 1.85429], [1.31699, 0.29117, 0.08236], [1.04590, -0.24257, -1.63231]], "mulliken_spin": [1.036, 0.077, -0.024, 0.007, 0.072, 0.886, -0.029, -0.001, 0.001, -0.008, -0.015], "spin_multiplicity": 3, "orbital_gap_ev": [7.313, 5.704], "e_homo_ev": [-6.8, -9.1], "e_lumo_ev": [0.53, -3.44], "e_tot_ha": -1366.85844}



(2)
{"formula": "C10H8Cl2F4O", "method": "ωB97M-V/def2-TZVPD", "elements": ["Cl", "Cl", "F", "F", "F", "F", "O", "C", "C", "C", "C", "C", "C", "C", "C", "C", "C", "H", "H", "H", "H", "H", "H", "H", "H"], "positions_angstrom": [[-2.84808, 1.32682, 3.10773], [-1.40794, 3.67547, 1.43122], [-0.78596, 2.49038, -0.67244], [-1.38772, -0.47976, 3.08599], [-2.80683, 1.95410, 0.03149], [-0.25456, 1.64087, 3.19759], [0.49671, -1.84513, 1.87365], [0.46732, -1.23088, 0.81282], [-1.56149, 2.15368, 0.44872], [-0.05648, -1.59271, -1.41371], [-0.15271, -0.11809, -1.30160], [1.08119, -1.80014, -0.48532], [-1.14859, 0.75252, 2.58200], [2.14438, -0.86718, -0.96690], [-0.30332, -0.01156, 0.32831], [-0.99088, 0.89370, 1.07263], [1.26833, 0.22100, -1.65188], [1.39197, 0.14954, -2.67183], [-1.00323, -2.12484, -1.23295], [0.22196, -1.96803, -2.44197], [2.90202, -1.35944, -1.61456], [2.69783, -0.54993, -0.14609], [1.43776, -2.79976, -0.30440], [1.54741, 1.14347, -1.18122], [-0.94910, 0.34590, -1.88726]], "nbo_charge": [-0.099, -0.014, -0.347, -0.288, -0.298, -0.315, -0.484, 0.560, 0.696, -0.414, -0.226, -0.325, 0.732, -0.396, 0.000, -0.189, -0.409, 0.220, 0.229, 0.225, 0.221, 0.211, 0.240, 0.223, 0.250], "spin_multiplicity": 1, "orbital_gap_ev": 9.055, "e_homo_ev": -10.0, "e_lumo_ev": -0.95, "e_tot_ha": -1780.86377, "smiles": "O=C1C(=C(C(F)(F)Cl)C(F)(F)Cl)[C@H]2CC[C@@H]1C2"}



(3)
{"formula": "H11O5", "method": "ωB97M-V/def2-TZVPD", "elements": ["O", "O", "O", "O", "O", "H", "H", "H", "H", "H", "H", "H", "H", "H", "H", "H"], "positions_angstrom": [[-0.20775, -1.32943, -2.07221], [-0.02809, 0.41375, 2.43534], [-0.20636, 0.33878, -0.10859], [-1.12512, 2.61211, -0.66698], [1.63270, -2.30025, 0.02297], [-2.00858, 2.93781, -0.46331], [-0.90262, 0.82644, 2.32424], [-0.58530, -2.02569, -2.62244], [-0.27804, -0.26548, -0.89751], [0.42478, -1.83109, -1.52487], [2.07919, -3.15211, -0.00765], [2.02125, -1.83126, 0.76682], [-0.43071, 1.31462, -0.35904], [-0.67247, 3.38954, -1.02817], [0.06200, 0.34768, 0.84400], [0.22511, 0.55459, 3.35742]], "nbo_charge": [-0.971, -0.963, -0.882, -0.951, -0.975, 0.516, 0.492, 0.515, 0.574, 0.512, 0.497, 0.489, 0.542, 0.516, 0.564, 0.526], "spin_multiplicity": 1, "orbital_gap_ev": 12.355, "charge": 1, "e_homo_ev": -15.5, "e_lumo_ev": -3.15, "e_tot_ha": -382.54641}



(4)
{"formula": "C22H66O20V", "method": "ωB97M-V/def2-TZVPD", "elements": ["V", "O", "O", "O", "O", "O", "O", "O", "O", "O", "O", "O", "O", "O", "O", "O", "O", "O", "O", "O", "O", "C", "C", "C", "C", "C", "C", "C", "C", "C", "C", "C", "C", "C", "C", "C", "C", "C", "C", "C", "C", "C", "C", "H", "H", "H", "H", "H", "H", "H", "H", "H", "H", "H", "H", "H", "H", "H", "H", "H", "H", "H", "H", "H", "H", "H", "H", "H", "H", "H", "H", "H", "H", "H", "H", "H", "H", "H", "H", "H", "H", "H", "H", "H", "H", "H", "H", "H", "H", "H", "H", "H", "H", "H", "H", "H", "H", "H", "H", "H", "H", "H", "H", "H", "H", "H", "H", "H", "H"], "positions_angstrom": [[8.27370, -20.87193, -18.97056], [7.49383, -22.29326, -23.41776], [10.12039, -19.87860, -18.11158], [6.34309, -15.38164, -25.97854], [10.11176, -21.57361, -20.15397], [12.45639, -20.19082, -20.82671], [7.60868, -22.30940, -20.61714], [7.94019, -16.17240, -20.39684], [9.22900, -18.93279, -24.88911], [6.96618, -13.48995, -20.49002], [6.18846, -17.14879, -18.24816], [7.54857, -19.35115, -17.52615], [8.24183, -19.11388, -20.42331], [6.06522, -20.64909, -19.12560], [11.42396, -20.07758, -25.43613], [8.61073, -16.07789, -24.95346], [7.00782, -20.11533, -25.40504], [9.33497, -16.46674, -27.63717], [9.99395, -13.69088, -25.00126], [10.20131, -14.88846, -18.96421], [5.23097, -20.72030, -21.57470], [8.25109, -16.82730, -21.44034], [8.29819, -16.11258, -22.60271], [9.54331, -17.75572, -28.09554], [10.67473, -22.87357, -20.16802], [8.62925, -16.73380, -23.88491], [8.75693, -19.04981, -22.57751], [4.94495, -20.70802, -18.29330], [8.95625, -18.32816, -23.83488], [10.66133, -18.57783, -18.27147], [5.16107, -19.35176, -22.03087], [7.15927, -23.66311, -20.46243], [9.46164, -12.97311, -23.91992], [12.76542, -19.90983, -22.16564], [7.61418, -12.85368, -19.35366], [7.71035, -19.17180, -16.11642], [5.55025, -16.15101, -17.48854], [7.22544, -23.68994, -23.87484], [11.17512, -14.29910, -19.80165], [6.14158, -19.05881, -25.73016], [5.39856, -15.15108, -24.94767], [12.39575, -19.01277, -25.54789], [8.43257, -18.33938, -21.45084], [8.39249, -12.76993, -23.98089], [11.89666, -13.74283, -19.20328], [6.26892, -15.50029, -16.99037], [9.42124, -17.78721, -29.17823], [5.85958, -19.15757, -22.84480], [7.86093, -19.72541, -25.20068], [8.06192, -20.12582, -15.72356], [6.16052, -23.79333, -20.87912], [6.49915, -18.57465, -26.63892], [12.16621, -18.46512, -26.46194], [12.19147, -18.31391, -24.73673], [4.42746, -19.75540, -18.40651], [9.08974, -16.50472, -26.70979], [8.16181, -15.04123, -22.59963], [9.70407, -13.39680, -22.94533], [10.78755, -13.68821, -20.61693], [5.73429, -20.65097, -20.02675], [7.39542, -22.10821, -21.53127], [9.97910, -12.01455, -23.88126], [4.28403, -21.49543, -18.65560], [7.78944, -24.34712, -21.03085], [8.97405, -20.10548, -22.50807], [8.78473, -18.47615, -27.78954], [4.88200, -16.62849, -16.77192], [10.16597, -23.66811, -19.62214], [11.73159, -15.02701, -20.39206], [11.41967, -18.28866, -17.54388], [5.40792, -18.75024, -21.15603], [7.14712, -24.02918, -19.43581], [11.12076, -18.67740, -19.25489], [11.91635, -20.10143, -22.82173], [5.43144, -14.11161, -24.62131], [9.85282, -17.84687, -18.28168], [7.59351, -13.43633, -18.43269], [10.54106, -18.15372, -27.91062], [10.78052, -23.23611, -21.19050], [7.25963, -11.83877, -19.17378], [4.37665, -15.33884, -25.27714], [7.56847, -21.72048, -24.18454], [5.00629, -15.44932, -18.12088], [7.62889, -24.44506, -23.20022], [13.41959, -19.38489, -25.58491], [9.54649, -15.33219, -19.50820], [13.60535, -20.52756, -22.48350], [6.78141, -18.81454, -15.67197], [7.72030, -23.90301, -24.82237], [8.67690, -12.75284, -19.57403], [12.97083, -18.84133, -22.23049], [6.14943, -23.84527, -23.95339], [10.57054, -19.64392, -25.36389], [4.83012, -21.27005, -22.25197], [6.70098, -16.65614, -18.89332], [7.39147, -14.34237, -20.60882], [7.09645, -18.54328, -17.78021], [4.19364, -18.96429, -22.35033], [5.24905, -20.86633, -17.25862], [10.72675, -20.28526, -17.48824], [10.77809, -20.98954, -20.52338], [5.14673, -19.47431, -25.89057], [6.05964, -18.32860, -24.92507], [8.47313, -18.42048, -15.91201], [13.25160, -20.17445, -20.28916], [7.19853, -15.50558, -25.56085], [11.65056, -22.84842, -19.68300], [9.52789, -14.52685, -25.07565], [5.56051, -15.69210, -24.01538]], "mulliken_spin": [2.915, 0.000, 0.017, 0.013, 0.029, 0.000, -0.002, 0.205, 0.024, 0.000, 0.001, -0.010, -0.116, 0.015, 0.001, 0.154, 0.002, 0.001, 0.004, 0.004, 0.000, 0.212, 0.093, 0.000, 0.018, 0.264, 0.224, 0.012, -0.127, 0.011, -0.003, 0.022, -0.007, 0.000, 0.000, 0.020, -0.001, 0.000, 0.000, -0.004, 0.002, -0.001, -0.088, 0.001, 0.000, 0.000, 0.000, 0.007, 0.001, -0.011, 0.002, 0.000, 0.000, 0.000, 0.001, -0.002, 0.040, 0.003, 0.001, 0.001, 0.003, 0.001, 0.004, 0.002, 0.058, 0.000, 0.000, -0.007, 0.000, 0.000, 0.001, -0.015, -0.001, -0.001, 0.000, 0.000, 0.000, 0.000, 0.001, 0.000, 0.001, -0.001, 0.000, 0.000, 0.000, 0.000, 0.000, 0.003, 0.000, 0.000, 0.000, 0.000, 0.000, 0.000, -0.005, -0.005, 0.009, -0.001, -0.008, 0.004, 0.005, 0.000, -0.001, 0.003, 0.000, -0.001, 0.003, -0.002, 0.001], "spin_multiplicity": 5, "orbital_gap_ev": [6.714, 4.830], "charge": 1, "e_homo_ev": [-11.3, -11.3], "e_lumo_ev": [-4.55, -6.43], "e_tot_ha": -3326.11090}



(5)
{"formula": "C3H7N4S2", "method": "ωB97M-V/def2-TZVPD", "elements": ["S", "S", "N", "N", "N", "N", "C", "C", "C", "H", "H", "H", "H", "H", "H", "H"], "positions_angstrom": [[0.15324, 2.26767, -2.72179], [1.91644, -1.36850, -0.36815], [0.37574, -0.08792, -1.96893], [-0.85686, 1.34589, -0.49515], [0.58596, 0.68481, 1.88211], [-0.12005, 1.04943, -1.65087], [-1.02715, 0.47329, 0.43734], [0.21799, -1.20984, -1.06884], [-0.72087, -0.99434, 0.12756], [-1.67001, -1.40924, -0.31311], [-1.61063, 0.78372, 1.32723], [0.86705, 0.00254, 1.15980], [0.95991, 1.64772, 1.62401], [-0.26619, -1.44666, 1.04293], [1.05753, 0.41404, 2.69445], [0.13790, -2.15263, -1.70859]], "nbo_charge": [-0.209, -0.584, -0.133, -0.377, -1.103, -0.074, 0.187, -0.224, -0.547, 0.225, 0.223, 0.408, 0.374, 0.252, 0.357, 0.224], "spin_multiplicity": 1, "orbital_gap_ev": [6.736, 6.738], "charge": -1, "e_homo_ev": [-3.4, -3.4], "e_lumo_ev": [3.32, 3.32], "e_tot_ha": -1133.81201}